1.
Density functional theory data (ωB97M-V/def2-TZVPD) for 2 unconnected molecules or ions with the total composition C4H10OS2 in a non-equilibrium geometry.

Last column: Löwdin charge in e.
Element x y z (Å)
H1 3.05082 0.79986 -2.53393  0.095
C1 -2.40402 -0.59625 2.27815  -0.488
H2 0.80650 -0.27911 -2.45031  0.098
S1 -1.22289 -0.13054 0.95438  0.364
H3 -0.44271 0.79742 -1.75747  0.051
H4 0.53454 1.31061 -3.15251  0.074
C2 1.59571 1.38770 -1.30459  -0.450
O1 2.90163 1.39317 -1.78891  0.007
S2 -0.56500 -2.06292 0.44726  0.301
H5 -3.03915 0.28896 2.50704  0.039
C3 0.55549 0.79393 -2.20315  -0.065
H6 -1.82492 -0.90807 3.14493  0.020
H7 0.30106 2.17941 0.20753  0.033
H8 2.10889 2.26967 0.59453  0.061
H9 0.41531 -2.22235 1.39106  -0.178
H10 -3.01322 -1.44412 1.91989  0.023
C4 1.33551 1.94088 -0.10138  0.014

Properties
SMILES string = C=C(C)O.CSS



2.
Density functional theory data (ωB97M-V/def2-TZVPD) for a gas-phase ion, C4H10OS2 (charge +1) in a non-equilibrium geometry.

Last column: Löwdin charge in e.
Element x y z (Å)
C1 -1.75517 0.61297 -0.36479  -0.229
H1 -1.47999 1.49046 0.23169  0.099
C2 -1.22239 -0.63513 0.33547  -0.569
H2 -1.14805 -1.00496 -2.43771  0.074
H3 1.99584 -1.07567 2.40561  0.045
C3 -1.11416 0.80651 -1.74421  -0.310
C4 2.20191 -0.00512 2.27421  -0.444
S1 0.47053 -1.18493 0.04285  0.807
H4 -2.83345 0.68081 -0.50674  0.135
S2 1.26393 0.78609 1.00332  0.871
H5 0.00144 0.82477 -1.76887  0.094
H6 3.26463 0.17653 2.08632  0.065
O1 -1.55754 -0.16160 -2.66899  -0.043
H7 -1.34246 1.78007 -2.17951  0.131
H8 1.89363 0.23430 3.30021  0.077
H9 -1.55421 -0.86913 1.34336  0.087
H10 -1.78905 -1.48388 -0.16734  0.109

Properties
Expectation value of S² = 0.755
Charge = +1
Spin multiplicity = 2



3.
Density functional theory data (ωB97M-V/def2-TZVPD) for 2 unconnected molecules or ions with the total composition C4H10OSi in a non-equilibrium geometry.

Last column: Löwdin charge in e.
Element x y z (Å)
C1 -2.15508 1.83821 -0.24226  -0.304
H1 2.06389 -1.06456 -0.81855  0.071
Si1 -1.56950 0.03173 -0.46054  0.689
H2 -2.39364 -2.05286 1.02170  -0.070
H3 3.80914 -0.98452 -0.27372  0.066
H4 -2.80202 2.01371 -1.14048  0.016
C2 -2.09992 -1.64094 0.07842  -0.260
H5 -1.36493 -2.29223 -0.39747  -0.079
H6 -2.72203 1.99952 0.70882  0.020
O1 1.17438 0.84771 0.64260  -0.017
H7 -1.33490 2.63446 -0.37814  0.046
C3 2.76447 -0.90334 0.01169  -0.043
H8 2.49890 -1.64045 0.80515  0.093
H9 2.96883 0.66077 1.58622  0.119
C4 2.28605 0.39532 0.73388  -0.296
H10 -1.12366 0.15748 -1.87731  -0.051

Properties
SMILES string = C=[SiH]C.CC=O



4.
Density functional theory data (ωB97M-V/def2-TZVPD) for a molecular structure, C4H10OSi in a non-equilibrium geometry.

Last column: Löwdin charge in e.
Element x y z (Å)
O1 1.42008 -0.75992 -0.66159  -0.167
H1 1.24135 2.60106 0.39226  0.014
Si1 -0.11508 0.39324 0.45767  0.968
H2 -0.99717 -1.89877 -1.55132  0.080
H3 0.13490 2.53535 1.57899  -0.023
H4 -1.01843 -0.56545 -2.85308  0.051
C1 0.42893 -0.21382 -1.28359  -0.675
H5 0.79182 0.60147 -1.89739  0.089
C2 0.83640 1.96454 1.11687  -0.168
H6 -0.64665 -0.42123 2.76486  0.044
H7 -1.95059 -0.85533 1.51180  0.006
C3 -0.47103 -1.16040 -2.17993  -0.059
H8 0.24123 -1.63285 -2.73508  0.032
H9 -0.56479 -1.74089 1.79040  0.001
C4 -0.91914 -0.76658 1.74334  -0.190
H10 1.58817 1.91958 1.80579  -0.003



One value per record, in order, for energy: -1029.982954 -1029.647384 -523.022609 -523.043557 Eh.
One value per record, in order, for relative energy (zero: lowest compared OMol25 entry of this formula, charge and spin): 30.62 33.17 79.56 66.42 kcal per mole.